12
Properties=species:S:1:pos:R:3 method="wB97M-V/def2-TZVPD" molar_mass_g_mol=86.09 orbital_gap_ha=0.3211 total_charge=0 relative_energy_kcal_mol=120.0 fmax_ev_per_a=0.6 e_homo_ev=-8.228 multiplicity=1
C -1.54082 0.80623 0.95029
C -0.17761 -0.06696 -0.13727
N -1.07788 0.56836 -0.84328
N 1.03893 -0.41461 -0.69562
C 1.96718 -1.17204 -0.00334
O 2.92995 -1.69587 -0.51011
H -2.16767 1.67668 0.74274
H -0.90257 1.00179 1.81512
H -2.13462 -0.08843 1.10071
H -0.84742 0.95234 -1.78517
H 1.18098 -0.35199 -1.70739
H 1.73156 -1.21551 1.07331



19
Properties=species:S:1:pos:R:3 method="wB97M-V/def2-TZVPD" molar_mass_g_mol=100.16 orbital_gap_ha=0.3399 total_charge=0 relative_energy_kcal_mol=89.8 fmax_ev_per_a=0.3 e_homo_ev=-8.353 multiplicity=1
C 1.64533 -1.67963 -0.61309
C 1.01776 -0.29741 -0.47636
C -0.04619 0.01239 -1.62506
O -1.30786 0.16037 -1.02895
C -0.62461 1.03498 0.67237
C -1.73848 1.32862 1.62161
C 0.14188 -0.15354 0.74437
H 2.21199 -1.76415 -1.54725
H 0.86830 -2.45405 -0.62163
H 2.32862 -1.89351 0.21718
H 1.80820 0.46493 -0.51287
H 0.22435 0.92397 -2.17458
H -0.06238 -0.82029 -2.34307
H -0.29676 1.87846 0.06239
H -2.64239 1.57737 1.05834
H -1.48505 2.20011 2.23713
H -1.95007 0.47680 2.27460
H -0.93256 -0.52528 0.05568
H 0.27898 -0.69523 1.67769



12
Properties=species:S:1:pos:R:3 method="wB97M-V/def2-TZVPD" molar_mass_g_mol=162.94 orbital_gap_ha="0.2761 / 0.2760" total_charge=0 relative_energy_kcal_mol=115.3 fmax_ev_per_a=2.7 e_homo_ev="-7.700 / -7.696" multiplicity=1
C 1.31223 -0.23066 -0.38313
N -0.97038 1.18896 -0.31900
N -0.42115 -1.47676 1.09292
O -1.95336 2.18694 -0.61590
P -0.36401 -1.07278 -0.52169
Cl 1.83260 0.28315 -2.03583
Cl 2.51515 -1.33009 0.20400
H 1.22665 0.69129 0.18944
H -0.81822 1.13658 0.72454
H -1.75127 2.47559 -1.51042
H 0.41004 -1.74502 1.58662
H -1.01829 -2.10719 1.58845



36
Properties=species:S:1:pos:R:3 method="wB97M-V/def2-TZVPD" molar_mass_g_mol=201.39 orbital_gap_ha=0.3609 smiles="CC(C)[Si](C(N)=O)(C(C)C)C(C)C" total_charge=0 relative_energy_kcal_mol=0.0 fmax_ev_per_a=0.6 e_homo_ev=-8.965 multiplicity=1
C 0.32461 1.08369 -2.56276
C 1.10583 1.04076 -1.25088
C 2.49007 0.44329 -1.49985
Si 0.13659 0.14299 0.15897
C 1.20803 0.38571 1.75947
N 2.32808 -0.36663 1.87182
O 0.91119 1.19098 2.62190
C -0.01132 -1.75285 -0.18830
C -1.16447 -2.06888 -1.14013
C -0.16549 -2.58830 1.08387
C -1.55354 1.00902 0.44401
C -1.36942 2.51801 0.61153
C -2.27726 0.45598 1.67146
H 0.22348 0.08475 -2.97969
H -0.66923 1.49683 -2.41432
H 0.84360 1.70029 -3.29570
H 1.25814 2.07519 -0.92548
H 2.41424 -0.59541 -1.81460
H 3.10231 0.49477 -0.60320
H 3.00155 0.99342 -2.28860
H 2.92110 -0.25502 2.68114
H 2.58446 -1.03850 1.17250
H 0.91195 -2.07962 -0.68089
H -2.11574 -1.79226 -0.69335
H -1.06019 -1.52937 -2.07681
H -1.19342 -3.13501 -1.36263
H -1.10264 -2.35811 1.58268
H 0.64102 -2.39950 1.78718
H -0.16660 -3.65048 0.84091
H -2.19668 0.84166 -0.42816
H -0.72435 2.71679 1.46264
H -0.92538 2.96464 -0.27445
H -2.33058 2.99865 0.78890
H -1.65914 0.58496 2.55563
H -2.50619 -0.60046 1.55582
H -3.21456 0.98802 1.82937



11
Properties=species:S:1:pos:R:3 method="wB97M-V/def2-TZVPD" molar_mass_g_mol=74.06 orbital_gap_ha=0.3763 smiles=C[C@@H]1CP1 total_charge=0 relative_energy_kcal_mol=17.5 fmax_ev_per_a=3.4 e_homo_ev=-8.982 multiplicity=1
C -1.18302 -0.62562 0.00585
C 0.02467 0.05794 0.60571
C 0.78112 1.18233 -0.09915
P 1.77337 -0.34178 -0.03965
H -1.65755 -0.20226 -0.91775
H -2.08301 -0.67073 0.75582
H -0.94779 -1.63102 -0.14421
H 0.05574 -0.05791 1.70177
H 0.23910 1.58727 -1.04094
H 1.29308 1.93116 0.43338
H 1.70429 -1.22938 -1.26082